1.
C76H72ClN9O4P3STl as an isolated structure in a non-equilibrium geometry. Source: the Open Molecules 2025 dataset; level of theory: ωB97M-V with the def2-TZVPD basis set.

- Total charge: 0

Cartesian coordinates (Å):
Tl: 0.22 -0.35 -0.16
N: 2.83 -0.73 0.84
N: 3.76 -0.46 -0.17
C: 3.34 -0.14 -1.50
O: 4.17 -0.44 -2.37
O: 2.25 0.42 -1.63
H: 3.16 -0.34 1.72
H: 2.66 -1.73 0.96
H: 4.63 -0.99 -0.13
C: -5.29 -11.60 7.39
O: -4.66 -10.44 7.87
C: -4.22 -9.53 6.97
C: -3.57 -8.41 7.51
C: -3.06 -7.44 6.69
C: -3.19 -7.54 5.30
C: -3.85 -8.64 4.77
C: -4.36 -9.63 5.59
C: -2.58 -6.52 4.48
N: -1.82 -5.55 4.94
C: -1.44 -4.82 3.87
C: -1.99 -5.36 2.70
N: -2.71 -6.44 3.11
C: -1.79 -4.79 1.42
C: -2.28 -5.30 0.22
C: -2.01 -4.64 -0.96
C: -1.29 -3.44 -0.90
N: -0.83 -2.95 0.22
C: -1.02 -3.59 1.37
C: -0.40 -3.05 2.57
N: 0.36 -1.96 2.44
C: 0.98 -1.49 3.50
C: 0.89 -2.07 4.77
C: 0.08 -3.17 4.94
C: -0.59 -3.68 3.82
H: -5.55 -12.19 8.27
H: -4.62 -12.18 6.75
H: -6.21 -11.36 6.84
H: -3.48 -8.34 8.58
H: -2.55 -6.58 7.09
H: -3.98 -8.76 3.70
H: -4.87 -10.47 5.15
H: -3.27 -7.04 2.53
H: -2.86 -6.22 0.22
H: -2.33 -5.03 -1.91
H: -1.08 -2.87 -1.79
H: 1.57 -0.60 3.34
H: 1.45 -1.65 5.59
H: -0.05 -3.65 5.89
Cl: -0.37 -0.27 -3.28
C: -0.23 1.14 -4.27
C: -0.39 1.02 -5.64
C: -0.28 2.14 -6.45
C: 0.03 3.37 -5.89
C: 0.19 3.48 -4.52
C: 0.04 2.38 -3.68
P: 0.23 2.50 -1.85
C: -1.51 3.13 -1.33
C: -3.26 4.64 -0.46
C: -4.45 4.86 -1.29
C: -4.65 3.93 -2.23
C: -3.80 2.77 -2.50
C: -2.56 2.41 -2.14
C: 1.40 3.93 -1.90
C: 2.72 3.51 -2.07
C: 3.75 4.43 -2.02
C: 3.49 5.77 -1.83
C: 2.18 6.19 -1.71
C: 1.13 5.28 -1.74
H: -0.61 0.06 -6.07
H: -0.42 2.05 -7.52
H: 0.13 4.24 -6.52
H: 0.44 4.44 -4.10
H: -3.40 3.77 0.18
H: -5.12 5.70 -1.14
H: -5.53 3.99 -2.86
H: -4.29 2.05 -3.14
H: -2.22 1.45 -2.49
H: 2.92 2.46 -2.21
H: 4.77 4.09 -2.13
H: 4.29 6.49 -1.77
H: 1.95 7.25 -1.60
H: 0.12 5.65 -1.64
O: -2.62 -0.29 -0.82
C: -3.68 -1.07 -1.31
C: -4.79 -1.36 -0.29
C: -4.24 -1.59 1.14
C: -4.30 -0.33 1.97
C: -5.08 -0.22 3.11
C: -5.06 0.97 3.83
C: -4.25 2.01 3.40
C: -3.52 1.81 2.24
N: -3.56 0.69 1.54
H: -2.94 0.25 -0.06
H: -3.24 -2.01 -1.67
H: -4.13 -0.56 -2.18
H: -5.33 -2.25 -0.62
H: -5.50 -0.54 -0.27
H: -3.20 -1.91 1.07
H: -4.82 -2.37 1.64
H: -5.69 -1.04 3.44
H: -5.68 1.09 4.70
H: -4.17 2.93 3.94
H: -2.87 2.59 1.86
C: 0.19 4.23 1.35
P: 0.22 2.37 1.58
C: 1.97 2.28 2.14
C: 2.95 2.54 1.19
C: 4.29 2.52 1.52
C: 4.68 2.22 2.81
C: 3.71 1.92 3.76
C: 2.37 1.95 3.44
C: -0.54 2.17 3.23
C: -1.03 0.90 3.53
C: -1.43 0.58 4.81
C: -1.39 1.54 5.81
C: -0.95 2.82 5.51
C: -0.51 3.14 4.23
P: -1.47 5.03 1.69
C: -2.11 5.51 -0.02
C: -1.97 4.57 -1.26
C: -1.97 5.25 -2.55
C: -2.22 6.56 -2.70
C: -2.33 7.42 -1.56
C: -2.18 6.95 -0.31
C: -0.75 6.64 2.22
C: 0.32 7.26 1.58
C: 0.82 8.45 2.06
C: 0.27 9.04 3.19
C: -0.79 8.43 3.84
C: -1.29 7.24 3.36
H: 0.52 4.44 0.33
H: 0.91 4.68 2.04
H: 2.65 2.74 0.17
H: 5.03 2.74 0.76
H: 5.72 2.20 3.09
H: 4.00 1.67 4.77
H: 1.64 1.73 4.20
H: -1.08 0.17 2.73
H: -1.77 -0.42 5.03
H: -1.69 1.30 6.81
H: -0.91 3.57 6.28
H: -0.14 4.13 4.03
H: -1.54 2.71 -0.31
H: -1.77 4.63 -3.41
H: -2.27 7.00 -3.68
H: -2.44 8.49 -1.72
H: -2.14 7.62 0.53
H: 0.77 6.81 0.71
H: 1.65 8.93 1.55
H: 0.66 9.98 3.55
H: -1.22 8.89 4.71
H: -2.12 6.75 3.86
C: 2.75 -5.06 0.64
N: 3.64 -4.18 -0.05
C: 5.07 -4.36 0.02
C: 5.59 -3.40 -1.07
N: 4.39 -3.03 -1.80
C: 3.29 -3.45 -1.16
S: 1.73 -3.18 -1.62
H: 3.02 -6.11 0.47
H: 1.74 -4.88 0.25
H: 2.76 -4.87 1.71
H: 5.34 -5.40 -0.19
H: 5.44 -4.11 1.02
H: 6.30 -3.89 -1.74
H: 6.09 -2.53 -0.64
H: 4.37 -2.11 -2.29

***

2.
One molecule with the formula C4H5NO. Source: the Open Molecules 2025 dataset; level of theory: ωB97M-V with the def2-TZVPD basis set.

- SMILES: [H]/N=C1\C=CCO1
- Total charge: 0

Cartesian coordinates (Å):
H: 2.66 0.44 0.23
N: 2.22 -0.47 0.35
C: 1.03 -0.36 -0.08
C: 0.30 0.85 -0.52
C: -0.97 0.65 -0.23
C: -1.13 -0.76 0.28
O: 0.13 -1.37 0.03
H: 0.78 1.74 -0.92
H: -1.78 1.36 -0.30
H: -1.94 -1.29 -0.22
H: -1.29 -0.79 1.37

***

3.
A 4-piece molecular cluster, C51H93NO4S overall in a non-equilibrium geometry. Source: the Open Molecules 2025 dataset; level of theory: ωB97M-V with the def2-TZVPD basis set.

- SMILES: CCCCCCC[C@]1(CCCN)[C@H](CCc2ccccc2)[C@@H](Cc2ccccc2C)OS(=O)(=O)[C@H]1CCCO.CCCCCC.CCCCCC.CCCCCC
- Total charge: 0

Cartesian coordinates (Å):
C: 4.10 -1.39 3.53
C: 4.34 -0.18 2.55
C: 3.04 0.07 1.64
C: 2.67 1.60 1.54
C: 1.45 1.93 0.59
C: 0.28 0.82 0.64
C: 0.50 -0.15 -0.58
C: -0.82 -0.88 -1.08
C: -1.60 0.12 -2.03
C: -3.01 0.64 -1.54
C: -2.94 2.04 -0.77
N: -3.25 1.92 0.68
C: -1.65 -1.58 0.06
C: -0.71 -2.36 1.10
C: -1.49 -3.02 2.30
C: -2.00 -1.97 3.36
C: -3.33 -2.12 4.00
C: -3.84 -1.19 5.00
C: -3.03 0.00 5.43
C: -1.69 0.12 4.82
C: -1.20 -0.83 3.80
C: -2.72 -2.64 -0.42
C: -4.10 -2.58 0.34
C: -4.96 -3.88 0.18
C: -4.65 -4.96 -0.77
C: -5.48 -6.16 -0.94
C: -6.69 -6.35 -0.15
C: -7.00 -5.31 0.85
C: -6.17 -4.10 1.01
C: -6.66 -3.08 2.10
O: -3.01 -2.63 -1.84
S: -1.71 -3.06 -2.73
O: -1.40 -4.49 -2.71
O: -2.01 -2.64 -4.10
C: -0.29 -2.07 -2.04
C: 0.64 -1.57 -3.21
C: 2.15 -2.05 -2.91
C: 2.96 -2.12 -4.27
O: 3.37 -0.77 -4.56
H: 3.30 -1.17 4.30
H: 5.03 -1.63 4.13
H: 3.80 -2.34 3.01
H: 5.20 -0.45 1.89
H: 4.57 0.76 3.10
H: 2.22 -0.54 2.12
H: 3.22 -0.35 0.62
H: 2.51 2.04 2.56
H: 3.59 2.11 1.12
H: 0.97 2.88 0.97
H: 1.80 2.15 -0.45
H: 0.37 0.35 1.64
H: -0.68 1.40 0.62
H: 1.01 0.41 -1.40
H: 1.19 -0.98 -0.24
H: -1.74 -0.28 -3.07
H: -0.95 1.04 -2.17
H: -3.59 0.88 -2.48
H: -3.64 -0.10 -0.99
H: -3.74 2.71 -1.21
H: -1.96 2.54 -1.00
H: -2.74 1.15 1.13
H: -2.84 2.76 1.11
H: -2.20 -0.82 0.69
H: -0.15 -3.21 0.59
H: 0.08 -1.70 1.54
H: -0.72 -3.64 2.86
H: -2.29 -3.74 2.00
H: -3.92 -3.01 3.68
H: -4.86 -1.33 5.45
H: -3.34 0.77 6.17
H: -1.05 0.97 5.14
H: -0.17 -0.63 3.42
H: -2.29 -3.67 -0.20
H: -3.98 -2.35 1.43
H: -4.69 -1.73 -0.11
H: -3.74 -4.91 -1.42
H: -5.24 -6.95 -1.69
H: -7.34 -7.25 -0.30
H: -7.93 -5.48 1.46
H: -7.09 -2.16 1.62
H: -7.45 -3.59 2.72
H: -5.85 -2.76 2.80
H: 0.32 -2.79 -1.43
H: 0.70 -0.46 -3.31
H: 0.40 -1.99 -4.22
H: 2.65 -1.37 -2.16
H: 2.08 -3.12 -2.55
H: 3.83 -2.82 -4.10
H: 2.34 -2.55 -5.10
H: 4.08 -0.87 -5.22
C: 7.20 1.80 -10.06
C: 7.38 2.51 -8.72
C: 7.39 1.56 -7.52
C: 6.10 0.77 -7.31
C: 4.84 1.61 -7.13
C: 4.89 2.50 -5.89
H: 6.24 1.28 -10.11
H: 7.23 2.53 -10.87
H: 7.99 1.07 -10.22
H: 6.60 3.27 -8.59
H: 8.33 3.05 -8.74
H: 7.62 2.13 -6.62
H: 8.21 0.84 -7.65
H: 6.22 0.13 -6.43
H: 5.94 0.09 -8.15
H: 3.98 0.94 -7.03
H: 4.65 2.23 -8.01
H: 5.03 1.91 -4.99
H: 3.95 3.06 -5.79
H: 5.70 3.23 -5.95
C: -5.71 -0.69 9.01
C: -5.86 -2.19 8.89
C: -7.10 -2.62 8.10
C: -8.44 -2.20 8.72
C: -8.68 -2.70 10.14
C: -8.73 -4.22 10.25
H: -6.54 -0.24 9.55
H: -4.79 -0.44 9.55
H: -5.65 -0.23 8.01
H: -5.87 -2.64 9.89
H: -4.97 -2.59 8.38
H: -7.08 -3.70 7.97
H: -7.04 -2.20 7.09
H: -9.24 -2.56 8.07
H: -8.52 -1.11 8.71
H: -9.64 -2.30 10.49
H: -7.92 -2.31 10.82
H: -9.52 -4.63 9.60
H: -8.95 -4.52 11.27
H: -7.78 -4.68 9.96
C: 6.39 6.09 -5.46
C: 6.70 5.61 -4.04
C: 5.58 5.89 -3.04
C: 5.27 7.37 -2.83
C: 6.44 8.23 -2.36
C: 6.99 7.81 -1.00
H: 6.26 7.18 -5.49
H: 7.21 5.83 -6.13
H: 5.48 5.62 -5.83
H: 7.64 6.06 -3.71
H: 6.87 4.53 -4.08
H: 5.84 5.43 -2.09
H: 4.67 5.39 -3.38
H: 4.46 7.45 -2.09
H: 4.87 7.80 -3.75
H: 6.11 9.27 -2.29
H: 7.25 8.22 -3.10
H: 6.21 7.86 -0.23
H: 7.80 8.48 -0.70
H: 7.39 6.79 -1.02

***

4.
A 3-piece molecular cluster, C3H7NO2 overall in a non-equilibrium geometry. Source: the Open Molecules 2025 dataset; level of theory: ωB97M-V with the def2-TZVPD basis set.

- Total charge: 0

Cartesian coordinates (Å):
C: -0.06 0.71 -1.30
C: 1.34 -0.19 1.11
C: -1.48 -0.03 1.51
N: -0.42 -0.17 -2.18
O: -1.88 0.28 0.47
O: -1.35 -0.35 2.61
H: -1.15 -0.06 -2.88
H: -0.04 -1.11 -2.11
H: -0.55 1.68 -1.46
H: 0.73 0.15 0.06
H: 1.09 -1.14 1.57
H: 2.35 -0.31 0.70
H: 1.42 0.56 1.90

***

5.
A 2-piece molecular cluster, C4H9NO overall. Source: the Open Molecules 2025 dataset; level of theory: ωB97M-V with the def2-TZVPD basis set.

- Total charge: 0

Cartesian coordinates (Å):
C: -2.12 0.31 -0.89
C: -0.68 -1.74 1.20
O: -0.12 -0.71 1.81
C: 0.69 0.10 1.02
N: 1.38 -0.41 0.12
C: 2.26 0.45 -0.63
H: -2.24 0.91 0.02
H: -1.60 0.90 -1.65
H: -3.11 0.02 -1.26
H: -1.08 -2.32 2.07
H: -1.54 -0.59 -0.65
H: 0.67 1.14 1.35
H: 1.99 0.40 -1.68
H: 3.28 0.06 -0.53
H: 2.24 1.50 -0.29

***

6.
One molecule with the formula C18H19NO5S in a non-equilibrium geometry. Source: the Open Molecules 2025 dataset; level of theory: ωB97M-V with the def2-TZVPD basis set.

- SMILES: COC(=O)c1c(NC(=O)CCC(=O)O)sc(Cc2ccccc2)c1C
- Total charge: 0

Cartesian coordinates (Å):
C: 0.28 -4.71 0.30
O: -0.15 -3.57 -0.27
C: 0.65 -2.51 0.23
O: 1.70 -2.79 0.85
C: 0.24 -1.06 -0.29
C: 1.03 0.03 -0.01
N: 2.37 -0.11 0.64
C: 3.02 1.25 0.86
O: 2.56 2.25 0.43
C: 4.45 0.63 1.36
C: 5.41 1.65 0.92
C: 5.72 1.23 -0.56
O: 6.79 1.79 -1.36
O: 4.82 0.47 -1.01
S: 0.33 1.55 -0.23
C: -1.04 0.84 -1.20
C: -2.15 1.59 -1.58
C: -3.39 1.46 -0.74
C: -4.59 1.17 -1.06
C: -5.73 1.00 -0.24
C: -5.58 1.41 1.11
C: -4.25 2.04 1.61
C: -3.18 1.84 0.55
C: -0.90 -0.65 -0.78
C: -2.06 -1.81 -1.15
H: 0.57 -4.81 1.28
H: -0.42 -5.27 -0.12
H: 1.20 -5.00 -0.35
H: 2.63 -0.90 0.92
H: 4.39 1.19 2.56
H: 4.69 -0.26 1.29
H: 6.47 1.51 1.39
H: 5.01 2.81 0.92
H: 5.00 0.22 -2.15
H: -1.91 2.46 -1.63
H: -2.49 0.95 -2.49
H: -4.89 0.93 -1.88
H: -6.60 0.78 -0.44
H: -6.51 1.61 1.87
H: -4.18 2.16 2.63
H: -2.23 2.14 1.35
H: -2.87 -0.92 -1.61
H: -1.79 -2.39 -1.75
H: -2.39 -2.20 -0.19

***

It is found that the Kohn-Sham gap values, taken in the order of the records, are 7.019 10.543 9.107 8.405 9.159 7.634 eV.